Entry 1:
ORCA calculation (ωB97M-V/def2-TZVPD) on 2 unconnected molecules or ions with the total composition C8H11ClNO in a non-equilibrium geometry.

calculated total energy = -24528.80670 eV
2S+1 = 3
charge = -1
<S²> = 2.035

```
22
C8H11ClNO ωB97M-V/def2-TZVPD
C 0.92 0.17 -0.06
C -1.40 0.83 -0.40
C -0.07 1.07 -0.04
C 0.84 -1.30 -0.08
C -0.31 -1.84 0.29
C 0.32 2.55 0.46
C 2.10 -2.02 -0.66
C -1.44 -2.06 0.89
N -2.38 1.46 0.02
O -3.60 1.03 -0.32
Cl 3.93 1.29 0.41
H 1.92 0.43 0.07
H -1.81 -0.12 -1.01
H -0.41 3.34 0.22
H 1.34 2.72 0.21
H 0.28 2.43 1.58
H 2.29 -2.87 0.01
H 2.91 -1.35 -0.66
H 1.80 -2.46 -1.56
H -1.56 -2.26 1.99
H -2.32 -2.33 0.32
H -3.44 0.13 -0.88
```


Entry 2:
ORCA calculation (ωB97M-V/def2-TZVPD) on 2 unconnected molecules or ions with the total composition C8H11F in a non-equilibrium geometry.

calculated total energy = -11184.43019 eV
2S+1 = 1
charge = 0

```
20
C8H11F ωB97M-V/def2-TZVPD
C -0.01 -1.91 -1.76
C 0.76 -1.16 -1.21
C -2.12 0.32 0.29
C -1.14 1.18 0.09
C -3.23 0.26 1.35
C 2.45 0.72 -1.30
C 2.04 -0.54 0.86
C 1.64 -0.33 -0.59
F -0.74 2.25 0.77
H -0.87 -2.43 -2.01
H -2.27 -0.55 -0.41
H -4.29 0.27 1.06
H -2.96 1.08 2.01
H -3.26 -0.73 1.76
H 1.80 1.51 -1.36
H 3.37 1.15 -0.81
H 2.58 0.37 -2.36
H 1.06 -0.53 1.55
H 2.52 0.39 1.10
H 2.67 -1.34 0.97
```


Entry 3:
ORCA calculation (ωB97M-V/def2-TZVPD) on 2 unconnected molecules or ions with the total composition C8H11FO3 in a non-equilibrium geometry.

calculated total energy = -17328.99334 eV
2S+1 = 1
charge = 0

```
23
C8H11FO3 ωB97M-V/def2-TZVPD
C 0.96 3.18 -0.44
C 1.39 1.92 0.24
C -2.76 -0.33 1.45
C -0.14 -1.06 -1.12
C 0.42 -1.53 0.26
C 0.87 0.70 0.14
C -0.22 0.45 -0.91
C 1.35 -2.67 0.33
O 1.25 -0.44 0.74
O -3.60 -0.08 0.44
O -1.04 1.23 -1.34
F -1.38 -1.64 -1.17
H 0.32 3.65 0.41
H 1.91 3.60 -0.88
H 2.16 2.12 1.06
H -3.26 -0.21 2.37
H 0.40 -1.40 -2.06
H -0.38 -1.51 0.93
H 1.62 -2.76 1.44
H 2.31 -2.55 -0.26
H 0.75 -3.57 0.16
H 0.38 2.94 -1.31
H -3.30 -0.03 -0.49
```


Entry 4:
ORCA calculation (ωB97M-V/def2-TZVPD) on C8H11IS in the gas phase in a non-equilibrium geometry.

calculated total energy = -27408.95396 eV
2S+1 = 1
charge = 0

```
21
C8H11IS ωB97M-V/def2-TZVPD
C 2.52 -2.70 -0.13
C 1.35 -1.89 -0.04
S -0.21 -2.68 -0.02
C -1.05 -1.13 0.11
C -0.22 -0.07 0.12
C -0.60 1.44 0.24
C -1.81 1.65 1.21
C -0.87 1.90 -1.20
C 1.22 -0.61 -0.08
I 2.78 0.88 0.08
H 3.33 -2.11 0.11
H 2.29 -3.47 0.64
H 2.56 -3.11 -1.15
H -2.17 -1.22 0.20
H 0.31 1.95 0.51
H -2.69 1.39 0.48
H -2.06 2.66 1.70
H -1.75 0.93 1.94
H -1.80 1.43 -1.66
H 0.01 1.83 -1.86
H -1.16 2.91 -1.21
```


Entry 5:
ORCA calculation (ωB97M-V/def2-TZVPD) on a molecular structure, C8H11IrNPS in a non-equilibrium geometry.

calculated total energy = -32919.40232 eV
2S+1 = 5
charge = 0
<S²> = 6.061

```
23
C8H11IrNPS ωB97M-V/def2-TZVPD
C -0.66 0.29 -1.28
C -1.31 1.59 -1.70
C -0.35 2.62 -1.86
C 0.94 2.12 -1.56
C 0.88 0.66 -1.19
Ir 0.23 -0.62 0.49
P 0.13 -2.78 0.13
H -0.98 -0.61 -1.80
H -2.39 1.67 -1.80
H -0.58 3.68 -2.09
H 1.64 -0.02 -1.56
H 1.87 2.67 -1.54
H 1.31 -3.32 -0.46
H -0.94 -3.25 -0.67
H -0.01 -3.53 1.34
S -0.28 -0.38 4.80
C 1.21 0.43 4.32
C 1.46 0.29 2.99
N 0.41 -0.45 2.37
C -0.57 -0.89 3.21
H 1.83 0.99 4.99
H 2.27 0.64 2.35
H -1.41 -1.47 2.82
```


Entry 6:
ORCA calculation (ωB97M-V/def2-TZVPD) on C8H11N in the gas phase in a non-equilibrium geometry.

calculated total energy = -9960.43860 eV
2S+1 = 1
charge = 0

```
20
C8H11N ωB97M-V/def2-TZVPD
C -0.74 -1.55 0.25
C -0.43 -2.96 0.66
C -1.10 1.28 -0.74
C 0.25 0.70 -0.42
C 0.37 -0.66 -0.11
C 1.45 1.49 -0.53
C 1.53 2.80 -0.77
C -0.42 -0.47 1.60
N -0.57 -0.10 2.68
H -1.72 -1.35 -0.19
H 1.37 -1.07 0.00
H 2.37 0.92 -0.55
H -0.56 -3.64 -0.18
H 0.58 -3.09 1.05
H -1.10 -3.27 1.47
H -1.74 1.29 0.14
H -1.05 2.31 -1.10
H -1.62 0.67 -1.49
H 0.67 3.45 -0.75
H 2.47 3.26 -1.01
```


What is the 2S+1 in the fifth record?
5